1.
DFT (wB97M-V/def2-TZVPD) results for a molecular structure, C15H26AuGeN2O2.

Results
**Max |F|**: 0.909 eV Å⁻¹
**Energy**: -83258.9865 eV
**E_HOMO**: -0.0486 hartree
**Gap between HOMO and LUMO**: 3.94 eV
**Total charge**: -1
**Energy relative to the best compared isomer or geometry (same formula, charge and spin)**: 0.2687 eV

The geometry in XYZ format:
```
47
Properties=species:S:1:pos:R:3:forces:R:3:nbo_charge:R:1
Au 0.064 -0.062 -0.442 0.79 -0.10 -0.44 0.3416
C 4.907 -1.797 -0.628 -0.17 0.12 0.00 -1.0853
Ge 2.906 -1.759 -0.463 -0.17 -0.13 -0.10 1.5711
C 2.344 -3.170 -1.807 0.14 -0.02 0.17 -1.1055
C 2.613 -2.716 1.272 0.01 -0.11 0.00 -1.1027
C 2.050 -0.081 -0.476 0.29 -0.10 0.24 -1.6065
H 5.262 -2.830 -0.690 -0.05 -0.02 0.00 0.2014
H 5.372 -1.331 0.244 -0.03 0.03 0.00 0.2087
H 5.253 -1.267 -1.518 -0.04 0.01 -0.01 0.2100
H 2.834 -4.132 -1.616 0.00 -0.01 0.00 0.1881
H 2.592 -2.852 -2.823 -0.01 0.06 0.02 0.2091
H 1.261 -3.313 -1.761 -0.02 0.05 0.03 0.1986
H 2.872 -3.779 1.221 0.00 0.00 -0.03 0.1950
H 1.571 -2.628 1.588 0.07 0.06 -0.02 0.2037
H 3.230 -2.257 2.050 0.00 0.04 -0.02 0.2074
H 2.580 0.682 -1.049 -0.14 0.03 -0.12 0.1760
C 0.050 -0.061 6.677 -0.03 0.02 -0.04 -0.6305
C -0.077 0.192 5.201 0.09 0.01 -0.25 0.0110
C -1.298 0.500 4.609 0.01 -0.06 0.22 -0.2889
C -1.352 0.713 3.240 0.12 -0.02 -0.13 0.0336
N -0.293 0.629 2.441 -0.35 0.15 0.40 -0.4198
C 0.878 0.336 3.001 0.20 0.00 -0.27 0.0401
C 1.033 0.122 4.360 -0.19 0.01 0.28 -0.2654
H -0.924 -0.027 7.164 0.02 -0.01 0.03 0.2072
H 0.695 0.686 7.143 0.00 -0.01 0.02 0.2172
H 0.495 -1.041 6.859 0.00 0.00 0.03 0.2183
H -2.196 0.569 5.213 -0.01 0.00 -0.02 0.1999
H -2.291 0.957 2.749 -0.02 0.00 0.05 0.1880
H 1.708 0.262 2.296 -0.03 -0.01 -0.05 0.2573
H 2.011 -0.104 4.769 0.02 -0.03 -0.05 0.2066
O -4.002 -1.362 -0.352 -0.08 -0.11 0.13 -0.6763
C -2.679 -1.261 -0.253 -0.13 -0.18 -0.35 0.7874
O -2.138 -0.187 -0.327 -0.14 0.47 0.19 -0.5970
C -1.926 -2.573 -0.127 0.12 -0.24 0.15 -0.2035
N -2.872 -3.706 -0.207 -0.05 0.08 -0.03 -0.6668
C -2.821 -4.471 1.050 -0.12 -0.07 0.16 -0.2193
C -2.279 -3.470 2.066 0.05 0.00 -0.17 -0.4194
C -1.241 -2.710 1.241 -0.20 0.02 0.08 -0.4152
H -1.170 -2.568 -0.918 -0.08 0.04 -0.05 0.2654
H -2.697 -4.286 -1.014 0.03 0.02 -0.03 0.3819
H -4.154 -2.335 -0.329 -0.03 -0.10 -0.02 0.5041
H -2.148 -5.334 0.981 0.03 0.05 -0.05 0.1768
H -3.816 -4.844 1.304 0.03 -0.01 0.02 0.1873
H -1.850 -3.958 2.940 -0.03 0.02 0.03 0.2188
H -3.071 -2.791 2.396 -0.03 -0.03 0.04 0.1989
H -0.338 -3.310 1.133 0.00 0.07 -0.05 0.2265
H -0.966 -1.739 1.648 0.12 -0.01 0.02 0.2651
```
Positions in Å, forces in eV/Å.

2.
DFT (wB97M-V/def2-TZVPD) results for a molecular structure, C15H26AuIO2P2 in a non-equilibrium geometry.

Results
**Max |F|**: 4.276 eV Å⁻¹
**Energy**: -50425.2523 eV
**E_HOMO (alpha / beta)**: -0.4901 / -0.5574 hartree
**Spin multiplicity**: 3
**Expectation value of S²**: 2.013
**Gap between HOMO and LUMO (alpha / beta)**: 6.44 / 6.10 eV
**Total charge**: +2
**Energy relative to the best compared isomer or geometry (same formula, charge and spin)**: 0.0000 eV

The geometry in XYZ format:
```
47
Properties=species:S:1:pos:R:3:forces:R:3:nbo_charge:R:1
C 0.031 0.380 -5.200 0.00 -0.08 -0.10 -0.7538
C 0.032 0.587 -3.714 0.04 3.51 0.50 0.5767
H 0.038 1.365 -5.699 0.00 -0.43 0.36 0.2860
H -0.864 -0.185 -5.498 0.23 0.08 0.13 0.2816
H 0.916 -0.199 -5.500 -0.23 0.09 0.13 0.2817
O 0.041 1.647 -3.126 -0.03 -3.52 -1.16 -0.4849
I 0.017 -1.360 -2.528 -0.02 -0.46 -0.88 0.1472
Au 0.025 0.336 -0.459 0.01 0.07 0.62 0.8617
P 2.485 0.357 -0.138 1.57 -0.39 -0.14 0.9512
C 3.056 1.616 1.039 -0.28 0.33 -0.09 -0.9641
C 3.149 -1.146 0.643 -0.41 -0.24 0.01 -0.9532
H 4.247 -1.110 0.691 -0.34 0.11 -0.10 0.2706
H 4.573 0.591 -1.360 -0.34 -0.01 -0.06 0.2691
H 2.833 -2.026 0.074 0.15 0.04 0.12 0.2531
H 3.341 -0.287 -2.314 0.01 0.18 0.16 0.2566
H 2.622 1.416 2.023 0.03 0.00 -0.10 0.2622
H 2.737 -1.222 1.657 0.15 -0.06 -0.22 0.2613
C 3.506 0.554 -1.629 0.01 0.24 -0.11 -0.9607
H 4.150 1.581 1.124 -0.26 -0.03 -0.09 0.2762
H 3.228 1.490 -2.131 0.13 -0.20 0.02 0.2578
H 2.747 2.614 0.716 0.19 -0.03 0.08 0.2514
P -2.438 0.381 -0.126 -1.55 -0.38 -0.15 0.9555
C -3.015 1.607 1.085 0.31 0.35 -0.06 -0.9635
C -3.445 0.647 -1.616 -0.04 0.22 -0.08 -0.9611
H -2.781 -2.008 0.009 -0.15 0.03 0.12 0.2533
H -4.216 -1.110 0.604 0.33 0.09 -0.07 0.2696
H -2.746 -1.257 1.622 -0.10 -0.02 -0.23 0.2622
C -3.116 -1.147 0.596 0.34 -0.23 -0.04 -0.9537
H -3.295 -0.176 -2.326 -0.01 0.18 0.17 0.2564
H -4.512 0.697 -1.347 0.35 -0.02 -0.09 0.2682
H -4.112 1.599 1.128 0.27 -0.03 -0.08 0.2760
H -2.670 2.609 0.812 -0.19 -0.05 0.08 0.2507
H -3.147 1.592 -2.087 -0.14 -0.21 0.03 0.2581
H -2.624 1.359 2.078 -0.03 0.01 -0.15 0.2637
C 0.037 2.283 0.107 0.07 4.20 0.80 0.4408
O 0.063 3.425 0.156 -0.07 -2.71 -0.25 -0.3674
C -0.149 -2.192 3.783 -0.02 -0.14 -0.01 -0.1993
C -0.030 -2.876 2.569 -0.02 0.30 -0.04 -0.1665
C 0.031 -2.152 1.371 -0.01 -0.09 -0.12 -0.3670
C -0.006 -0.767 1.423 0.08 -0.87 1.33 -0.0487
C -0.086 -0.069 2.617 -0.10 0.03 0.01 -0.3726
C -0.188 -0.800 3.813 0.05 0.09 -0.15 -0.1818
H -0.209 -2.759 4.713 0.01 0.20 -0.27 0.2524
H 0.013 -3.967 2.538 -0.04 0.33 0.05 0.2487
H 0.107 -2.675 0.417 -0.01 0.00 0.29 0.2243
H -0.083 1.021 2.634 -0.04 -0.23 0.15 0.2241
H -0.295 -0.260 4.759 0.10 -0.23 -0.32 0.2500
```
Positions in Å, forces in eV/Å.

3.
DFT (wB97M-V/def2-TZVPD) results for 7 unconnected molecules or ions with the total composition C15H26BFIN6O2S in a non-equilibrium geometry.

Results
**Max |F|**: 6.801 eV Å⁻¹
**Energy**: -51340.2655 eV
**E_HOMO**: -0.2178 hartree
**Gap between HOMO and LUMO**: 7.92 eV
**Total charge**: -1

The geometry in XYZ format:
```
53
Properties=species:S:1:pos:R:3:forces:R:3:nbo_charge:R:1
C 3.285 0.898 1.244 -0.31 -0.39 0.00 -0.6018
C 2.398 -0.146 0.542 0.76 -0.65 -0.26 -0.4405
C 1.540 -0.957 1.532 0.27 1.44 -0.18 -0.4632
I 1.053 -2.868 0.630 -0.07 -0.07 0.14 -0.0280
B 0.267 -0.168 2.152 0.92 -1.33 0.41 -0.4288
S -1.033 0.440 0.885 -1.38 0.94 2.04 2.2046
O -0.915 1.853 0.614 0.89 0.13 -1.24 -0.9931
O -2.331 0.174 1.460 -0.46 -0.85 -0.37 -0.9861
F -1.019 -0.367 -0.514 0.24 0.37 0.17 -0.5143
H 4.100 1.209 0.586 -0.20 0.17 -0.04 0.2054
H 3.758 0.412 2.105 -0.07 0.21 0.05 0.1924
H 2.711 1.763 1.583 0.13 -0.03 0.03 0.2109
H 1.820 0.289 -0.281 -0.15 0.04 0.25 0.2032
H 3.091 -0.847 0.055 -0.08 0.13 -0.05 0.2002
H 2.195 -1.192 2.377 -0.17 -0.38 -0.13 0.2126
H 0.585 0.814 2.774 0.06 0.34 -0.47 0.0178
H -0.269 -0.888 2.952 -0.54 -0.03 -0.33 0.0198
C -3.392 -4.267 0.655 0.17 0.02 0.26 -0.7215
C -2.775 -4.647 1.924 -0.32 0.32 -0.70 0.2959
N -2.291 -4.944 2.914 0.26 -0.33 0.70 -0.3448
H -3.557 -5.150 0.047 0.08 -0.02 -0.01 0.2423
H -4.346 -3.777 0.841 0.02 0.05 -0.01 0.2425
H -2.739 -3.582 0.117 -0.01 0.02 -0.01 0.2807
C -6.655 -5.821 -1.160 0.08 0.04 -0.02 -0.7196
C -5.464 -5.222 -1.756 -0.78 -0.34 0.24 0.2832
N -4.533 -4.751 -2.216 0.58 0.28 -0.45 -0.3217
H -6.378 -6.383 -0.269 0.00 0.00 0.01 0.2552
H -7.361 -5.040 -0.883 0.00 0.00 0.01 0.2551
H -7.127 -6.493 -1.874 -0.01 -0.01 0.00 0.2508
C -0.108 4.561 -0.743 0.23 0.06 -0.07 -0.7197
C 1.074 5.172 -1.357 -0.49 -0.56 -0.04 0.3130
N 1.994 5.624 -1.882 -4.58 0.80 3.97 -0.3366
H 0.174 4.025 0.161 -0.08 -0.11 -0.05 0.2800
H -0.827 5.338 -0.488 -0.01 0.01 0.00 0.2339
H -0.572 3.859 -1.433 0.02 -0.06 0.10 0.2602
C 4.974 7.612 -4.292 -0.24 0.02 0.05 -0.7043
C 4.166 6.583 -3.630 -0.19 0.55 0.26 0.2326
N 3.501 5.836 -3.047 5.26 -0.70 -4.25 -0.2788
H 4.345 8.434 -4.639 0.06 -0.06 0.03 0.2369
H 5.709 8.006 -3.590 0.00 0.00 -0.02 0.2424
H 5.495 7.181 -5.145 0.02 0.03 0.01 0.2380
C 2.799 -5.134 -2.569 0.02 0.04 0.04 -0.7197
C 3.596 -3.914 -2.491 -0.47 -0.64 0.01 0.2929
N 4.215 -2.958 -2.425 0.51 0.63 -0.02 -0.3315
H 3.438 -5.977 -2.824 0.00 -0.01 0.00 0.2405
H 2.324 -5.322 -1.607 -0.01 0.04 0.01 0.2645
H 2.030 -5.024 -3.330 -0.02 0.00 0.01 0.2504
C -2.365 2.744 3.953 0.00 -0.12 0.03 -0.7322
C -1.747 2.391 5.229 -0.34 0.18 -0.79 0.3083
N -1.264 2.114 6.226 0.30 -0.13 0.74 -0.3662
H -2.512 1.850 3.344 0.08 0.01 -0.04 0.2957
H -3.330 3.215 4.132 0.00 0.01 0.01 0.2354
H -1.726 3.437 3.411 0.03 -0.05 -0.04 0.2552
```
Positions in Å, forces in eV/Å.

4.
DFT (wB97M-V/def2-TZVPD) results for a molecular structure, C15H26CeIO2P2 in a non-equilibrium geometry.

Results
**Max |F|**: 5.683 eV Å⁻¹
**Energy**: -59646.9138 eV
**E_HOMO (alpha / beta)**: -0.6796 / -0.6790 hartree
**Gap between HOMO and LUMO (alpha / beta)**: 4.38 / 4.31 eV
**Total charge**: +3
**Energy relative to the best compared isomer or geometry (same formula, charge and spin)**: 0.0000 eV

The geometry in XYZ format:
```
47
Properties=species:S:1:pos:R:3:forces:R:3:mulliken_charge:R:1
C 1.701 3.495 1.342 -0.06 0.34 0.14 -0.9449
C 1.434 2.223 0.635 3.78 -0.16 -1.80 0.8164
H 2.685 3.872 0.996 -0.57 -0.01 0.19 0.3866
H 1.705 3.313 2.438 -0.02 0.11 -0.56 0.2559
H 0.871 4.201 1.125 0.51 -0.21 0.14 0.2983
O 2.082 1.622 -0.225 -2.56 1.20 2.52 -0.3413
I -2.061 -1.418 1.880 1.03 0.94 -0.49 -0.0541
Ce 0.017 0.460 0.757 -2.02 -0.65 2.19 0.2670
P -1.032 1.782 -1.599 -1.00 0.58 -2.33 0.7601
C -0.893 1.173 -3.319 0.30 -0.35 0.06 -1.2786
C -2.851 1.974 -1.449 0.09 -0.34 0.63 -1.2104
H -3.146 2.887 -1.978 0.03 -0.17 0.11 0.4244
H -1.089 3.920 -2.739 0.13 -0.20 0.31 0.5109
H -3.126 2.049 -0.392 -0.27 0.14 -0.17 0.3853
H -0.695 4.116 -0.992 -0.01 0.07 -0.30 0.3684
H -1.399 0.207 -3.413 0.07 0.21 -0.12 0.3728
H -3.370 1.113 -1.882 0.09 0.15 0.07 0.4026
C -0.514 3.515 -1.892 0.67 0.10 0.75 -1.2302
H -1.357 1.905 -4.001 0.17 -0.26 0.31 0.4612
H 0.559 3.539 -2.127 -0.25 0.11 -0.04 0.4016
H 0.166 1.044 -3.576 -0.23 0.06 -0.11 0.4135
P 1.492 -0.434 3.042 0.90 -1.09 1.48 0.7717
C 2.430 -1.944 2.608 -0.10 -0.02 -0.75 -1.2300
C 2.773 0.589 3.818 -0.01 0.73 -0.39 -1.1845
H -0.258 -0.261 4.703 0.14 -0.15 0.17 0.3798
H 1.172 -1.134 5.341 -0.09 -0.01 -0.22 0.4038
H 0.011 -1.937 4.212 0.18 0.16 0.13 0.3777
C 0.518 -1.000 4.471 -0.62 0.24 -0.11 -1.1915
H 2.313 1.526 4.162 0.28 -0.21 0.14 0.3598
H 3.218 0.055 4.670 -0.17 0.14 -0.28 0.4330
H 2.928 -2.339 3.509 -0.22 0.19 -0.26 0.4459
H 3.181 -1.705 1.841 -0.11 -0.16 0.28 0.3984
H 3.551 0.829 3.080 -0.07 -0.05 0.28 0.4000
H 1.743 -2.698 2.197 0.24 0.09 0.20 0.3580
C 0.192 -1.037 -1.057 3.45 -4.33 -1.28 0.6860
O 1.286 -1.153 -0.480 -3.32 1.76 -1.89 -0.4084
C -2.107 -4.081 -2.535 -0.45 0.23 0.03 -0.3640
C -2.712 -2.990 -1.882 0.40 0.12 -0.08 -1.1145
C -1.963 -1.849 -1.675 -0.06 -0.25 0.11 -0.0385
C -0.567 -1.891 -1.932 -0.94 1.74 1.17 0.6203
C 0.025 -2.919 -2.685 0.45 -0.37 0.22 -0.3864
C -0.784 -3.998 -2.986 0.26 -0.08 -0.41 -0.6279
H -2.686 -4.991 -2.748 0.28 0.45 0.19 0.4610
H -3.719 -3.012 -1.492 -0.17 -0.18 -0.36 0.4945
H -2.408 -0.955 -1.233 0.12 -0.43 0.01 0.5009
H 1.081 -2.850 -2.947 -0.29 -0.27 -0.01 0.5213
H -0.393 -4.809 -3.593 0.09 0.08 0.13 0.4678
```
Positions in Å, forces in eV/Å.